C37H108N18O13 | ωB97M-V/def2-TZVPD

```
! wB97M-V def2-TZVPD RIJCOSX def2/J DEFGRID3
* xyz 0 1
C 2.20 2.32 5.32
C 2.02 2.57 6.82
C 2.41 1.38 7.64
O 2.21 1.62 9.06
C 2.34 0.37 9.79
N 2.85 3.73 7.20
H 3.25 2.16 5.10
H 1.96 3.19 4.70
H 1.59 1.49 4.95
H 0.99 2.82 7.06
H 3.46 1.13 7.48
H 1.84 0.51 7.29
H 3.31 -0.13 9.81
H 1.47 -0.26 9.57
H 2.19 0.63 10.84
H 2.83 3.65 8.21
H 3.79 3.44 6.98
C -4.38 2.90 2.01
C -4.36 4.45 2.30
C -3.03 4.89 2.96
O -3.14 4.50 4.38
C -2.00 5.05 5.04
N -4.60 4.97 0.97
H -5.19 2.60 1.34
H -4.48 2.41 2.98
H -3.50 2.61 1.43
H -5.27 4.80 2.80
H -2.90 5.97 2.93
H -2.18 4.45 2.45
H -1.06 4.60 4.72
H -2.15 4.77 6.08
H -1.97 6.13 4.92
H -4.41 5.96 0.97
H -5.48 4.90 0.49
C -1.35 -5.98 -2.60
C 0.03 -5.80 -1.99
C 1.12 -5.18 -2.91
O 2.43 -5.05 -2.30
C 2.99 -6.31 -1.88
N -0.23 -4.85 -0.91
H -2.02 -6.49 -1.90
H -1.15 -6.52 -3.53
H -1.70 -4.98 -2.86
H 0.38 -6.76 -1.60
H 0.98 -4.20 -3.37
H 1.23 -5.67 -3.87
H 4.07 -6.22 -2.00
H 2.66 -7.12 -2.53
H 2.68 -6.62 -0.88
H -0.61 -5.36 -0.13
H 0.65 -4.44 -0.63
C 1.15 -0.35 -4.89
C 0.97 -1.54 -5.87
C 1.04 -1.15 -7.37
O 0.82 -2.30 -8.16
C 0.77 -1.95 -9.52
N 1.85 -2.58 -5.46
H 1.86 0.42 -5.19
H 1.33 -0.74 -3.89
H 0.21 0.17 -4.76
H -0.03 -1.95 -5.70
H 2.00 -0.65 -7.53
H 0.16 -0.55 -7.58
H 0.41 -2.86 -10.00
H 1.73 -1.69 -9.96
H 0.06 -1.16 -9.73
H 1.92 -2.50 -4.45
H 2.72 -2.32 -5.90
C 3.73 3.80 2.56
C 2.45 4.08 1.73
C 2.00 5.54 1.85
O 1.42 5.83 3.14
C 0.88 7.11 3.24
N 2.83 3.77 0.38
H 4.61 4.11 2.00
H 3.73 2.72 2.76
H 3.86 4.39 3.47
H 1.62 3.42 1.99
H 1.27 5.87 1.11
H 2.80 6.29 1.79
H 1.66 7.80 3.55
H 0.18 7.02 4.07
H 0.30 7.48 2.39
H 2.30 4.30 -0.30
H 3.78 4.07 0.24
C -2.98 5.28 -2.38
C -2.80 3.74 -2.16
C -1.44 3.39 -1.59
O -0.38 3.84 -2.43
C 0.12 2.89 -3.36
N -3.88 3.25 -1.27
H -3.90 5.24 -2.97
H -2.19 5.73 -2.98
H -3.17 5.95 -1.54
H -2.97 3.17 -3.08
H -1.21 2.35 -1.33
H -1.34 3.95 -0.67
H 0.93 3.31 -3.96
H -0.74 2.56 -3.95
H 0.44 1.98 -2.85
H -3.77 3.65 -0.35
H -4.72 3.71 -1.57
C 3.47 -3.85 3.22
C 1.98 -4.17 3.40
C 1.33 -3.22 4.34
O 1.86 -3.46 5.61
C 1.15 -2.82 6.68
N 1.43 -3.98 2.06
H 4.06 -4.09 4.11
H 3.64 -2.79 3.01
H 3.78 -4.42 2.35
H 1.85 -5.20 3.73
H 0.24 -3.32 4.30
H 1.40 -2.16 4.08
H 0.10 -2.65 6.45
H 1.43 -1.80 6.91
H 1.11 -3.53 7.52
H 0.87 -3.15 1.91
H 2.16 -3.92 1.36
C -1.27 -0.89 -2.05
C -1.36 -0.76 -0.60
C 0.10 -0.64 0.05
O -0.07 0.02 1.32
C 1.03 -0.21 2.14
N -2.28 0.29 -0.22
H -2.27 -0.89 -2.48
H -0.88 -1.90 -2.21
H -0.63 -0.16 -2.55
H -1.90 -1.59 -0.14
H 0.79 -0.06 -0.56
H 0.52 -1.63 0.20
H 1.78 0.53 1.87
H 1.51 -1.19 2.08
H 0.86 -0.02 3.20
H -2.04 1.16 -0.69
H -2.19 0.33 0.78
C -5.71 0.35 -3.25
O -6.51 1.08 -2.75
N -5.97 -0.76 -3.65
N -4.43 0.47 -3.31
H -5.26 -1.36 -4.04
H -6.94 -1.00 -3.48
H -3.85 -0.35 -3.34
H -4.11 1.39 -3.02
C 3.20 1.16 -2.13
O 3.18 2.16 -2.79
N 3.26 1.13 -0.78
N 3.30 -0.05 -2.52
H 3.13 0.22 -0.37
H 3.25 1.99 -0.24
H 3.20 -0.14 -3.52
H 3.15 -0.92 -2.02
C 4.80 -1.98 -0.01
O 3.89 -1.32 0.50
N 4.67 -3.18 -0.50
N 5.95 -1.53 -0.27
H 3.73 -3.53 -0.61
H 5.40 -3.83 -0.77
H 6.16 -0.54 -0.20
H 6.65 -2.15 -0.64
C -3.74 -3.04 -5.16
O -3.58 -2.16 -4.34
N -3.07 -4.14 -5.06
N -4.51 -3.05 -6.19
H -2.30 -4.10 -4.41
H -3.21 -4.85 -5.76
H -5.09 -2.25 -6.39
H -4.49 -3.85 -6.81
C -4.08 -3.97 -0.29
O -3.45 -4.18 0.71
N -5.36 -3.88 -0.28
N -3.57 -3.79 -1.49
H -5.83 -3.69 -1.15
H -5.85 -3.95 0.60
H -2.58 -3.87 -1.63
H -4.18 -3.32 -2.14
*
```

For the HOMO energy, the calculation gives -8.19 eV. The LUMO energy comes out at 0.1347 eV. The energy above the lowest of the compared OMol25 structures with the same formula, charge and spin comes out at 193.2 kcal/mol. The gap between HOMO and LUMO comes out at 8.33 eV.

Löwdin population analysis, charges in e, atoms 1 to 5:
1 C -0.054
2 C -0.440
3 C -0.209
4 O -0.188
5 C -0.099